{"formula": "C9H9AsCl2CoF6NOS", "method": "wB97M-V/def2-TZVPD", "symbols": ["Co", "N", "C", "O", "C", "C", "H", "H", "H", "H", "H", "H", "Cl", "C", "C", "C", "C", "C", "Cl", "C", "S", "H", "H", "H", "F", "As", "F", "F", "F", "F", "F"], "xyz": [[-0.0600, 0.0952, 0.5090], [-1.6330, -0.8997, 3.9632], [-1.3654, -0.3659, 2.7943], [-0.1729, -0.1558, 2.4344], [-2.4508, 0.0059, 1.8276], [-1.8742, 0.9908, 0.8364], [-0.8749, -1.2305, 4.5419], [-2.5789, -1.0933, 4.2480], [-3.3233, 0.4347, 2.3326], [-2.7816, -0.9121, 1.3287], [-1.5120, 1.9306, 1.2546], [-2.4064, 1.1014, -0.1018], [-0.1106, 0.5260, -1.7911], [1.4292, 1.3024, -2.0643], [1.7139, 1.7204, -3.3321], [2.9392, 2.3604, -3.5597], [3.8411, 2.5833, -2.5335], [3.5418, 2.1672, -1.2497], [4.6654, 2.4484, 0.0001], [2.3171, 1.4908, -0.9700], [1.9817, 0.9199, 0.5931], [1.0112, 1.5591, -4.1370], [3.1828, 2.6909, -4.5604], [4.7812, 3.0808, -2.7233], [-0.5359, -1.7107, 0.1483], [-1.5192, -3.3787, 0.0335], [-2.9059, -2.3507, 0.2316], [-1.3403, -3.3607, 1.7496], [-1.5643, -3.0462, -1.6442], [0.0167, -4.0949, -0.1287], [-2.4115, -4.8089, -0.0311]], "spin_multiplicity": 2, "gap_ev": [5.50, 5.67], "homo_energy_ev": [-12.66, -12.57], "charge": 1, "s_squared": 1.107, "e_above_lowest_kcal_mol": 4.06}